ORCA calculation (the ωB97M-V functional and the def2-TZVPD basis) on a single C4H6N2O molecule.

Summary:
SMILES: COc1c[nH]cn1
max |F|: 0.080 hartree/bohr
orbital gap: 9.3981 eV
LUMO: 0.94 eV
ΔE to the lowest compared entry with this formula, charge and spin: 3.227 eV
charge: 0
HOMO energy: -0.31071 Eh

Last column: natural (NBO) charge in e.
Cartesian coordinates (Å):
C  0.0961  -0.7356  -2.1773  -0.247
O  -0.8039  -0.5453  -1.1083  -0.523
C  -0.2166  -0.1114  0.0695  0.348
C  -0.8861  0.9107  0.6309  -0.233
N  -0.1710  1.1066  1.8152  -0.520
C  0.8576  0.2044  1.8239  0.177
N  0.8429  -0.5760  0.7649  -0.491
H  0.6992  0.1697  -2.3096  0.174
H  -0.4761  -0.9795  -3.0784  0.193
H  0.7476  -1.5654  -1.9071  0.187
H  -1.7711  0.7193  -0.2130  0.318
H  -0.3175  1.7889  2.5385  0.418
H  1.5773  0.1660  2.6366  0.200

Forces on atoms 1 to 6 (eV/Å):
C 0.4 -0.2 0.0
O 0.5 -0.9 0.4
C 0.0 -0.2 -0.8
C -0.7 -1.4 -2.0
N -0.8 0.1 0.0
C -0.3 0.1 -0.1